Formula: C24H30N2O3
Source: the OMol25 dataset
Level of theory: the ωB97M-V functional and the def2-TZVPD basis

```
59
Properties=species:S:1:pos:R:3:lowdin_charge:R:1
C 5.018 -2.194 1.009 -0.085
H 5.360 -1.166 0.912 0.065
H 5.602 -2.815 0.335 0.070
H 5.199 -2.523 2.029 0.075
C 3.533 -2.318 0.676 -0.260
N 2.728 -1.506 1.574 -0.191
C 2.695 -0.092 1.232 -0.135
H 3.548 0.148 0.593 0.133
C 2.820 0.754 2.509 -0.339
O 4.101 0.583 3.069 -0.021
H 4.278 -0.367 3.056 0.078
C 2.605 2.255 2.253 -0.134
O 1.242 2.612 2.318 -0.050
C 0.435 2.163 1.292 -0.289
C -0.659 1.386 1.635 0.054
C -1.506 0.920 0.632 -0.098
C -1.220 1.275 -0.706 -0.158
C -0.151 2.089 -1.048 0.004
C 0.679 2.526 -0.039 -0.016
H 1.519 3.162 -0.270 0.117
H 0.021 2.382 -2.073 0.113
N -2.186 0.718 -1.520 0.051
C -3.068 0.023 -0.749 -0.157
C -2.693 0.105 0.587 -0.059
C -3.400 -0.589 1.653 -0.401
O -4.452 -1.175 1.461 0.056
C -2.768 -0.575 3.025 -0.004
H -2.791 0.435 3.427 0.089
H -3.336 -1.229 3.683 0.086
H -1.737 -0.914 2.972 0.071
C -4.195 -0.735 -1.340 0.003
H -5.118 -0.160 -1.270 0.100
H -4.003 -0.973 -2.385 0.084
H -4.354 -1.647 -0.768 0.083
C -2.218 0.857 -2.921 -0.207
C -1.110 0.485 -3.675 -0.016
C -1.132 0.635 -5.050 -0.073
C -2.255 1.148 -5.678 -0.085
C -3.359 1.515 -4.926 -0.071
C -3.344 1.375 -3.551 -0.013
H -4.196 1.675 -2.959 0.121
H -4.235 1.917 -5.413 0.106
H -2.270 1.261 -6.751 0.103
H -0.271 0.345 -5.633 0.106
H -0.244 0.072 -3.180 0.122
H -0.817 1.171 2.677 0.109
H 3.092 2.809 3.058 0.137
H 3.062 2.543 1.299 0.126
H 2.055 0.433 3.235 0.149
H 1.781 0.181 0.690 0.105
C 1.415 -2.055 1.864 -0.234
C 0.477 -2.240 0.665 -0.068
H -0.474 -2.642 1.004 0.073
H 0.285 -1.291 0.169 0.055
H 0.905 -2.931 -0.058 0.067
H 1.568 -3.022 2.353 0.117
H 0.938 -1.389 2.588 0.102
H 3.234 -3.361 0.808 0.115
H 3.369 -2.053 -0.381 0.119
```

Calculated values
HOMO-LUMO gap   8.73 eV
HOMO   -8.2 eV
Net charge   0
LUMO level   0.5732 eV
SMILES   CCN(CC)C[C@@H](O)COc1ccc2c(c1)c(C(C)=O)c(C)n2-c1ccccc1
ΔE to the lowest compared entry with this formula, charge and spin   59.9 kcal per mole


Formula: C5H12O2
Source: the OMol25 dataset
Level of theory: the ωB97M-V functional and the def2-TZVPD basis

```
19
Properties=species:S:1:pos:R:3:lowdin_charge:R:1
C 0.407 -2.660 -1.758 -0.015
C -0.870 -2.489 -2.088 -0.175
C -1.677 -1.528 -1.266 -0.144
C -1.337 -0.236 -1.152 -0.156
C -2.215 0.709 -0.349 -0.113
H 1.055 -3.321 -2.332 0.050
H 0.927 -2.065 -1.021 0.057
H -1.397 -3.208 -2.700 0.089
H -2.602 -1.900 -0.836 0.103
H -0.304 0.013 -1.360 0.098
H -1.722 1.673 -0.430 0.064
H -2.593 0.416 0.635 0.071
H -3.238 0.725 -0.759 0.071
H 2.138 1.425 3.793 0.024
H 0.716 1.533 4.256 0.034
O 1.331 1.913 3.611 -0.066
H 3.923 2.293 0.941 0.024
H 4.002 3.753 1.360 0.041
O 3.459 2.954 1.453 -0.057
```

Calculated values
HOMO-LUMO gap   9.46 eV
HOMO   -8.7 eV
Net charge   0
LUMO level   0.7713 eV
SMILES   C=C/C=C/C.O.O
ΔE to the lowest compared entry with this formula, charge and spin   61.7 kcal per mole


Formula: C10H12BiCoI2O5S
Source: the OMol25 dataset
Level of theory: the ωB97M-V functional and the def2-TZVPD basis

```
32
Properties=species:S:1:pos:R:3:lowdin_spin:R:1
I 1.329 3.211 -1.739 0.248
I -2.810 3.221 -0.913 1.740
Co -1.138 0.190 0.116 1.155
Bi 1.213 0.732 -0.480 0.131
S -1.194 0.376 -2.143 0.184
C 2.948 -0.954 -1.613 0.079
C 3.466 0.622 1.227 0.025
C -0.838 -1.096 -3.215 0.033
C -2.141 -1.409 -3.953 0.001
C -0.340 -2.313 -2.469 0.010
C 0.228 -0.598 -4.182 0.012
C -1.900 -0.050 1.672 -0.011
C -2.121 -1.278 -0.156 -0.002
O 4.328 0.458 1.955 0.002
O 3.672 -1.708 -2.070 0.005
O -2.497 -0.399 2.592 -0.009
O -2.981 -2.050 -0.311 -0.013
H -1.974 -2.171 -4.731 0.000
H -2.524 -0.497 -4.423 0.001
H -2.896 -1.783 -3.252 0.000
H -0.246 -3.157 -3.169 0.004
H -1.036 -2.618 -1.698 0.001
H 0.627 -2.142 -1.993 0.000
H 0.327 -1.265 -5.042 0.004
H 1.201 -0.510 -3.695 0.000
H -0.038 0.388 -4.550 0.001
C -0.202 2.767 1.843 0.071
C 0.105 1.320 1.900 0.125
O 0.600 0.658 2.789 0.188
H 0.363 3.289 1.019 -0.001
H 0.059 3.285 2.776 0.011
H -1.275 2.939 1.602 0.004
```

Calculated values
HOMO-LUMO gap (alpha / beta)   6.30 / 4.77 eV
HOMO (alpha / beta)   -23.1 / -23.1 eV
Net charge   +4
LUMO level (alpha / beta)   -16.7904 / -18.3801 eV
Expectation value of S²   6.067
Spin multiplicity   5